(1)
DFT (ωB97M-V/def2-TZVPD) results for a cluster of 6 separate species, C32H39IN6O6PS in total.

Each atom is followed by the atoms it is bonded to, with distances in Å.
Atoms and positions in Å:
1 C -1.3447 -4.6221 2.7445  C2 1.604, H18 1.144, H19 1.156, H20 1.143
2 C -0.9008 -5.9596 1.9775  C1 1.604, O3 1.476, C4 1.599, H21 1.148
3 O -0.2704 -6.8474 2.9738  C2 1.476, H22 0.982
4 C 0.2007 -5.7433 0.8392  C2 1.599, C5 1.597, H23 1.153, H24 1.151
5 C -0.1906 -4.6680 -0.2743  C4 1.597, O6 1.460, C13 1.642, H25 1.148
6 O -0.3080 -5.1321 -1.6531  C5 1.460, P7 1.762
7 P -0.7495 -3.6801 -2.5479  O6 1.762, O8 1.771, C9 1.921, O12 1.772, H26 1.458, H27 1.446
8 O -1.4351 -4.8467 -3.6904  P7 1.771, H28 0.980
9 C 0.7407 -3.6906 -3.7607  P7 1.921, O10 1.478, H29 1.142, H30 1.139
10 O 0.5219 -2.6060 -4.7410  C9 1.478, O11 1.371
11 O 1.0797 -1.4553 -4.2468  O10 1.371, H31 0.991
12 O 0.2797 -2.6679 -1.5209  P7 1.772, C13 1.444
13 C 0.8662 -3.4216 -0.4380  C5 1.642, O12 1.444, I14 2.191, N15 1.514
14 I 1.3471 -2.3449 1.4080  C13 2.191
15 N 2.1507 -4.1708 -0.7210  C13 1.514, C16 1.301
16 C 3.1103 -3.3188 -0.9335  N15 1.301, S17 1.672
17 S 4.3440 -2.5549 -1.7642  C16 1.672
18 H -0.8189 -4.5072 3.7540  C1 1.144
19 H -2.4660 -4.7405 2.9979  C1 1.156
20 H -1.2675 -3.6726 2.1137  C1 1.143
21 H -1.8125 -6.5367 1.5860  C2 1.148
22 H -0.8150 -6.7024 3.7782  O3 0.982
23 H 0.3397 -6.7573 0.3084  C4 1.153
24 H 1.2211 -5.4938 1.3098  C4 1.151
25 H -1.1940 -4.2122 0.0485  C5 1.148
26 H -1.2148 -2.5561 -3.3513  P7 1.458
27 H -1.9729 -3.4517 -1.8117  P7 1.446
28 H -1.1177 -5.7180 -3.3747  O8 0.980
29 H 0.8527 -4.6495 -4.3715  C9 1.142
30 H 1.7549 -3.4716 -3.2898  C9 1.139
31 H 0.3601 -0.8005 -4.0594  O11 0.991
32 N 4.3173 1.6641 -0.2931  C33 1.343, C37 1.342
33 C 4.8815 2.8820 -0.3257  N32 1.343, C34 1.385, H38 1.086
34 C 6.1129 3.1472 -0.9023  C33 1.385, C35 1.387, H39 1.083
35 C 6.8084 2.0935 -1.4778  C34 1.387, C36 1.387, H40 1.085
36 C 6.2499 0.8243 -1.4572  C35 1.387, C37 1.386, H41 1.083
37 C 5.0104 0.6631 -0.8585  N32 1.342, C36 1.386, H42 1.086
38 H 4.3010 3.6728 0.1394  C33 1.086
39 H 6.5182 4.1515 -0.9013  C34 1.083
40 H 7.7762 2.2604 -1.9382  C35 1.085
41 H 6.7648 -0.0211 -1.8964  C36 1.083
42 H 4.5304 -0.3107 -0.8210  C37 1.086
43 N -3.3646 -0.7835 -3.1598  C44 1.341, C48 1.343
44 C -3.1944 -0.4555 -4.4491  N43 1.341, C45 1.386, H49 1.085
45 C -4.2361 -0.1646 -5.3161  C44 1.386, C46 1.387, H50 1.083
46 C -5.5324 -0.2192 -4.8263  C45 1.387, C47 1.387, H51 1.085
47 C -5.7385 -0.5583 -3.4972  C46 1.387, C48 1.386, H52 1.083
48 C -4.6299 -0.8277 -2.7104  N43 1.343, C47 1.386, H53 1.086
49 H -2.1635 -0.4299 -4.7866  C44 1.085
50 H -4.0382 0.0971 -6.3479  C45 1.083
51 H -6.3742 0.0003 -5.4741  C46 1.085
52 H -6.7371 -0.6115 -3.0813  C47 1.083
53 H -4.7390 -1.0941 -1.6636  C48 1.086
54 N -3.9364 3.8185 -2.6239  C55 1.343, C59 1.342
55 C -3.7742 2.5362 -2.2587  N54 1.343, C56 1.386, H60 1.085
56 C -3.0957 2.1399 -1.1168  C55 1.386, C57 1.387, H61 1.083
57 C -2.5484 3.1217 -0.3046  C56 1.387, C58 1.388, H62 1.085
58 C -2.7000 4.4547 -0.6598  C57 1.388, C59 1.385, H63 1.083
59 C -3.3987 4.7482 -1.8194  N54 1.342, C58 1.385, H64 1.086
60 H -4.2162 1.8050 -2.9266  C55 1.085
61 H -2.9977 1.0900 -0.8702  C56 1.083
62 H -2.0090 2.8511 0.5968  C57 1.085
63 H -2.2852 5.2474 -0.0492  C58 1.083
64 H -3.5467 5.7757 -2.1373  C59 1.086
65 N 4.8027 0.9656 3.9316  C66 1.342, C70 1.343
66 C 4.1226 0.9544 5.0889  N65 1.342, C67 1.386, H71 1.085
67 C 3.0228 1.7576 5.3453  C66 1.386, C68 1.388, H72 1.083
68 C 2.6000 2.6283 4.3507  C67 1.388, C69 1.386, H73 1.085
69 C 3.2860 2.6619 3.1466  C68 1.386, C70 1.385, H74 1.083
70 C 4.3715 1.8161 2.9863  N65 1.343, C69 1.385, H75 1.083
71 H 4.4932 0.2595 5.8359  C66 1.085
72 H 2.5100 1.7040 6.2979  C67 1.083
73 H 1.7437 3.2746 4.5124  C68 1.085
74 H 2.9838 3.3292 2.3491  C69 1.083
75 H 4.9359 1.8037 2.0619  C70 1.083
76 N -0.3843 4.1584 3.8525  C77 1.342, C81 1.342
77 C -1.0656 4.1477 5.0085  N76 1.342, C78 1.386, H82 1.085
78 C -2.1651 4.9511 5.2637  C77 1.386, C79 1.387, H83 1.083
79 C -2.5866 5.8215 4.2695  C78 1.387, C80 1.387, H84 1.084
80 C -1.8994 5.8546 3.0651  C79 1.387, C81 1.386, H85 1.083
81 C -0.8139 5.0082 2.9069  N76 1.342, C80 1.386, H86 1.085
82 H -0.6960 3.4530 5.7560  C77 1.085
83 H -2.6784 4.8979 6.2156  C78 1.083
84 H -3.4424 6.4675 4.4315  C79 1.084
85 H -2.2002 6.5219 2.2672  C80 1.083
86 H -0.2466 4.9947 1.9815  C81 1.085

Charge: -1
2S+1: 1
LUMO (eV): 1.96
HOMO (Ha): -0.16936
HOMO-LUMO gap (Eh): 0.2415

Mulliken atomic charge list, values in e, 2 entries:
1 C -1.051
2 C 0.444

***

(2)
DFT (ωB97M-V/def2-TZVPD) results for the ion C3H7N2 with charge +1.

Each atom is followed by the atoms it is bonded to, with distances in Å.
Atoms and positions in Å:
1 C -1.5828 0.7504 -0.0009  N2 1.424, H6 1.091, H7 1.093, H8 1.088
2 N -0.3911 -0.0286 -0.0206  C1 1.424, C3 1.465, C4 1.278
3 C -0.0834 -1.4607 -0.0030  N2 1.465, C4 1.742, H9 1.077, H10 1.075
4 C 0.8862 -0.0136 0.0053  N2 1.278, C3 1.742, N5 1.286
5 N 2.0627 0.5050 -0.0042  C4 1.286, H11 1.012, H12 1.016
6 H -2.2559 0.3957 -0.7824  C1 1.091
7 H -2.0825 0.6259 0.9628  C1 1.093
8 H -1.3595 1.8021 -0.1645  C1 1.088
9 H -0.1416 -1.9966 -0.9354  C3 1.077
10 H -0.1596 -1.9905 0.9296  C3 1.075
11 H 2.8760 -0.0958 0.0474  N5 1.012
12 H 2.2314 1.5067 -0.0342  N5 1.016

Charge: +1
2S+1: 1
LUMO (eV): -3.33
Energy relative to the best compared isomer or geometry (same formula, charge and spin) (kcal/mol): 41.9
HOMO (Ha): -0.56629
HOMO-LUMO gap (Eh): 0.4440

Mulliken atomic charge list, values in e, 2 entries:
1 C -0.692
2 N 0.089

***

(3)
DFT (ωB97M-V/def2-TZVPD) results for the ion C8H10N3 with charge +1.

Each atom is followed by the atoms it is bonded to, with distances in Å.
Atoms and positions in Å:
1 C -1.9643 -0.0482 -0.4871  N2 1.418, H12 1.139, H13 1.113, H14 1.053
2 N -0.6528 -0.5487 -0.2895  C1 1.418, C3 1.447, C6 1.494, H15 1.021
3 C -0.4553 -1.3113 0.9244  N2 1.447, C4 1.528, H16 1.120, H17 1.033
4 C 0.0502 -0.3499 1.9997  C3 1.528, C5 1.518, H18 1.102, H19 1.015
5 C 0.9980 0.5164 1.1895  C4 1.518, C6 1.546, H20 1.088, H21 1.084
6 C 0.4329 0.4773 -0.2495  N2 1.494, C5 1.546, C7 1.386
7 C 1.1667 0.7141 -1.4011  C6 1.386, C8 1.411, C10 1.385
8 C 0.6954 0.2349 -2.6412  C7 1.411, N9 1.178
9 N 0.4628 -0.3781 -3.6195  C8 1.178
10 C 2.0959 1.7408 -1.3639  C7 1.385, N11 1.153
11 N 2.8774 2.5884 -1.3561  C10 1.153
12 H -2.0491 0.9058 -1.1044  C1 1.139
13 H -2.6453 -0.7864 -0.9680  C1 1.113
14 H -2.4021 0.2703 0.4157  C1 1.053
15 H -0.6338 -1.1517 -1.1129  N2 1.021
16 H 0.3537 -2.0819 0.8448  C3 1.120
17 H -1.3458 -1.7874 1.1421  C3 1.033
18 H 0.5183 -0.8672 2.8534  C4 1.102
19 H -0.6239 0.2884 2.4104  C4 1.015
20 H 2.0063 0.1188 1.0944  C5 1.088
21 H 1.1151 1.4555 1.7189  C5 1.084

Charge: +1
2S+1: 1
LUMO (eV): -5.55
Energy relative to the best compared isomer or geometry (same formula, charge and spin) (kcal/mol): 50.4
HOMO (Ha): -0.53955
HOMO-LUMO gap (Eh): 0.3357

Mulliken atomic charge list, values in e, 2 entries:
1 C -0.914
2 N 0.218

***

(4)
DFT (ωB97M-V/def2-TZVPD) results for a cluster of 3 separate species, C38H45Br2NO10 in total.

Each atom is followed by the atoms it is bonded to, with distances in Å.
Atoms and positions in Å:
1 C 1.5541 3.1037 2.2075  C2 1.673, H36 1.193, H37 1.194, H38 1.171
2 C 1.3396 2.7999 0.5765  C1 1.673, N3 1.511, H39 1.170, H40 1.193
3 N 2.6063 2.1129 0.1207  C2 1.511, C4 1.511, H41 1.044
4 C 2.4685 1.4387 -1.2248  N3 1.511, C5 1.638, O10 1.501, C14 1.637
5 C 3.7013 2.0607 -2.1068  C4 1.638, Br6 2.040, C7 1.493
6 Br 3.2658 3.1172 -3.7971  C5 2.040
7 C 5.1550 1.9653 -1.7802  C5 1.493, C8 1.662, Br9 2.036
8 C 6.3794 2.6113 -2.6991  C7 1.662, H42 1.194, H43 1.170, H44 1.178
9 Br 5.7825 0.9497 -0.1309  C7 2.036
10 O 1.2813 1.9826 -1.9644  C4 1.501, C11 1.495
11 C 0.5418 1.0450 -2.8640  O10 1.495, O12 1.338, O13 1.499
12 O -0.5082 1.2730 -3.6621  C11 1.338
13 O 1.2972 -0.2243 -2.6066  C11 1.499, C14 1.501
14 C 2.0820 -0.1486 -1.3297  C4 1.637, O13 1.501, C15 1.638, C24 1.662
15 C 3.2517 -1.2908 -1.4301  C14 1.638, C16 1.645, H45 1.194, H46 1.194
16 C 4.1213 -1.2743 -2.8266  C15 1.645, C17 1.673, H47 1.170, H48 1.174
17 C 4.6356 -2.8505 -3.0484  C16 1.673, C18 1.645, H49 1.170, H50 1.193
18 C 5.1176 -3.1594 -4.5905  C17 1.645, C19 1.671, H51 1.171, H52 1.180
19 C 5.0203 -4.8172 -4.7746  C18 1.671, O20 1.482, H53 1.181, H54 1.189
20 O 6.2300 -5.4821 -4.2352  C19 1.482, C21 1.471
21 C 5.9320 -6.2599 -3.0227  O20 1.471, C22 1.642, O23 1.360
22 C 5.7436 -7.8884 -2.9343  C21 1.642, H55 1.187, H56 1.192, H57 1.194
23 O 5.8467 -5.5850 -1.8453  C21 1.360
24 C 1.2262 -0.6528 0.0025  C14 1.662, O25 1.472, H58 1.191, H59 1.188
25 O -0.2095 -0.3350 -0.0570  C24 1.472, C26 1.500
26 C -1.0043 -1.5691 -0.3652  O25 1.500, C27 1.672, C32 1.671
27 C -1.3447 -2.0487 -1.9305  C26 1.672, C28 1.672, H60 1.175
28 C -2.2267 -3.4284 -2.2665  C27 1.672, C29 1.669, C30 1.645
29 C -2.4855 -3.8208 -3.8678  C28 1.669, H61 1.192, H62 1.187, H63 1.170
30 C -2.8307 -4.3703 -1.0613  C28 1.645, C31 1.642, H64 1.181
31 C -2.5263 -3.9156 0.4864  C30 1.642, C32 1.672, H65 1.183
32 C -1.6328 -2.5457 0.8357  C26 1.671, C31 1.672, C33 1.656
33 C -1.4540 -2.2238 2.4498  C32 1.656, C34 1.641, C35 1.641, H66 1.194
34 C -2.1929 -0.7953 2.7747  C33 1.641, H67 1.180, H68 1.171, H69 1.192
35 C 0.0982 -2.2804 2.9783  C33 1.641, H70 1.193, H71 1.184, H72 1.177
36 H 2.5243 3.7900 2.3167  C1 1.193
37 H 1.8412 2.0964 2.7804  C1 1.194
38 H 0.6294 3.6283 2.6982  C1 1.171
39 H 0.3623 2.1632 0.4789  C2 1.170
40 H 1.1881 3.8555 0.0409  C2 1.193
41 H 3.0264 1.4946 0.8496  N3 1.044
42 H 7.3006 1.8682 -2.5420  C8 1.194
43 H 6.6115 3.6776 -2.2768  C8 1.170
44 H 6.1560 2.5875 -3.8556  C8 1.178
45 H 2.6890 -2.3439 -1.4170  C15 1.194
46 H 3.9293 -1.3082 -0.4474  C15 1.194
47 H 3.5176 -0.9623 -3.7790  C16 1.170
48 H 5.1063 -0.6369 -2.7830  C16 1.174
49 H 3.8281 -3.6418 -2.7461  C17 1.170
50 H 5.5997 -2.9456 -2.3517  C17 1.193
51 H 4.3647 -2.6365 -5.3187  C18 1.171
52 H 6.2475 -2.8707 -4.7694  C18 1.180
53 H 4.8607 -5.0197 -5.9268  C19 1.181
54 H 4.0597 -5.2393 -4.2143  C19 1.189
55 H 4.8180 -8.2169 -2.2674  C22 1.187
56 H 5.6679 -8.4203 -3.9987  C22 1.192
57 H 6.6939 -8.3708 -2.3969  C22 1.194
58 H 1.6291 -0.1707 1.0139  C24 1.191
59 H 1.2985 -1.8257 0.1775  C24 1.188
60 H -0.9968 -1.4402 -2.8738  C27 1.175
61 H -2.8859 -2.8795 -4.4799  C29 1.192
62 H -1.4751 -4.1272 -4.4093  C29 1.187
63 H -3.2806 -4.6673 -4.0120  C29 1.170
64 H -3.4740 -5.3102 -1.3755  C30 1.181
65 H -2.9973 -4.5827 1.3421  C31 1.183
66 H -2.0452 -3.0520 3.0737  C33 1.194
67 H -2.7808 -0.3845 1.8374  C34 1.180
68 H -1.4187 -0.0109 3.1698  C34 1.171
69 H -2.9738 -0.9776 3.6567  C34 1.192
70 H 0.0625 -2.3427 4.1689  C35 1.193
71 H 0.6040 -3.2932 2.6320  C35 1.184
72 H 0.7301 -1.3251 2.7092  C35 1.177
73 O -8.0365 3.0355 1.5983  C74 1.223
74 C -6.9112 2.7418 1.9777  O73 1.223, C75 1.476, C80 1.476
75 C -5.7201 3.0633 1.1670  C74 1.476, C76 1.337, H81 1.083
76 C -4.4912 2.7401 1.5813  C75 1.337, C77 1.476, H82 1.083
77 C -4.2716 2.0494 2.8676  C76 1.476, O78 1.223, C79 1.476
78 O -3.1463 1.7557 3.2470  C77 1.223
79 C -5.4627 1.7279 3.6783  C77 1.476, C80 1.337, H83 1.083
80 C -6.6916 2.0511 3.2640  C74 1.476, C79 1.337, H84 1.083
81 H -5.8977 3.5707 0.2263  C75 1.083
82 H -3.6071 2.9679 0.9985  C76 1.083
83 H -5.2851 1.2205 4.6189  C79 1.083
84 H -7.5757 1.8232 3.8467  C80 1.083
85 O -5.5700 5.7480 2.1402  C86 1.223
86 C -5.6977 6.0793 3.3108  O85 1.223, C87 1.476, C92 1.476
87 C -4.5684 5.9995 4.2582  C86 1.476, C88 1.337, H93 1.083
88 C -4.7095 6.3596 5.5375  C87 1.337, C89 1.476, H94 1.083
89 C -5.9996 6.8541 6.0580  C88 1.476, O90 1.223, C91 1.476
90 O -6.1273 7.1854 7.2287  C89 1.223
91 C -7.1289 6.9340 5.1107  C89 1.476, C92 1.337, H95 1.083
92 C -6.9878 6.5738 3.8313  C86 1.476, C91 1.337, H96 1.083
93 H -3.6284 5.6355 3.8609  C87 1.083
94 H -3.8916 6.3065 6.2457  C88 1.083
95 H -8.0689 7.2980 5.5079  C91 1.083
96 H -7.8057 6.6269 3.1232  C92 1.083

Charge: 0
2S+1: 1
LUMO (eV): -1.77
HOMO (Ha): -0.29684
HOMO-LUMO gap (Eh): 0.2318

Mulliken atomic charge list, values in e, 2 entries:
1 C -0.969
2 C -0.016

***

(5)
DFT (ωB97M-V/def2-TZVPD) results for a cluster of 2 separate species, C3H2NO5 in total.

Each atom is followed by the atoms it is bonded to, with distances in Å.
Atoms and positions in Å:
1 C 0.2024 2.3913 -0.3281  N4 1.205, O6 1.176
2 C -0.2197 -1.5340 0.7924  C3 1.502, O5 1.381, O7 1.206
3 C 0.1666 -1.7411 -0.6437  C2 1.502, O9 1.236, H10 1.091
4 N -0.9598 2.5491 -0.6044  C1 1.205, O8 1.259
5 O 0.5777 -0.6204 1.4538  C2 1.381, H11 1.052
6 O 1.1494 1.7372 -0.0868  C1 1.176
7 O -1.0134 -2.2379 1.3658  C2 1.206
8 O -1.8845 3.4025 -0.6325  N4 1.259
9 O 1.2298 -1.2473 -1.0339  C3 1.236
10 H -0.4508 -2.5516 -1.0337  C3 1.091
11 H 1.2022 -0.1477 0.7511  O5 1.052

Charge: -1
2S+1: 1
LUMO (spin up / spin down) (eV): 2.15 / 2.15
Energy relative to the best compared isomer or geometry (same formula, charge and spin) (kcal/mol): 41.9
HOMO (spin up / spin down) (Ha): -0.09104 / -0.09103
HOMO-LUMO gap (spin up / spin down) (Eh): 0.1702 / 0.1702

Mulliken atomic charge list, values in e, 2 entries:
1 C 0.293
2 C 0.553

***

(6)
DFT (ωB97M-V/def2-TZVPD) results for a cluster of 3 separate species, C3H13NO3 in total.

Each atom is followed by the atoms it is bonded to, with distances in Å.
Atoms and positions in Å:
1 N 1.3141 -1.4211 0.1089  C2 1.548, H6 1.018, H7 0.963
2 C 0.9822 -0.8394 1.5048  N1 1.548, C3 1.485, H8 1.116, H9 1.121
3 C 0.8033 0.6178 1.2824  C2 1.485, C4 1.471, H10 1.174, H11 1.227
4 C -0.5437 0.8184 0.7262  C3 1.471, O5 1.405, H12 1.148, H13 1.064
5 O -0.8856 2.1789 0.8058  C4 1.405, H14 0.947
6 H 0.9956 -2.3883 0.1008  N1 1.018
7 H 0.8162 -1.1312 -0.6624  N1 0.963
8 H 0.1177 -1.2440 2.0832  C2 1.116
9 H 1.8442 -1.2582 2.0867  C2 1.121
10 H 1.4899 1.1127 0.4692  C3 1.174
11 H 1.0656 1.1005 2.3792  C3 1.227
12 H -1.3607 0.2726 1.3205  C4 1.148
13 H -0.6930 0.5937 -0.3030  C4 1.064
14 H -0.5896 2.6248 1.5872  O5 0.947
15 O -1.1938 -5.7782 -1.2225  H16 0.944, H17 0.953
16 H -0.8640 -6.5456 -1.6619  O15 0.944
17 H -1.7941 -5.4135 -1.8668  O15 0.953
18 O -0.1436 4.8315 -2.4515  H19 1.076, H20 0.954
19 H 0.8916 4.5936 -2.2786  O18 1.076
20 H -0.7845 4.1922 -2.1507  O18 0.954

Charge: 0
2S+1: 1
LUMO (eV): 0.74
Energy relative to the best compared isomer or geometry (same formula, charge and spin) (kcal/mol): 58.5
HOMO (Ha): -0.35141
HOMO-LUMO gap (Eh): 0.3786

Mulliken atomic charge list, values in e, 2 entries:
1 N -0.627
2 C -0.478

***

| no. | electronic energy (a.u.) |
| --- | --- |
| 1 | -3059.7793 |
| 2 | -227.6876 |
| 3 | -474.7473 |
| 4 | -7429.3356 |
| 5 | -546.4196 |
| 6 | -402.4872 |